No. 1
DFT (ωB97M-V with the def2-TZVPD basis set) results for C19H23N3O2 in the gas phase.

Multiplicity: 1
Energy relative to the best compared isomer or geometry (same formula, charge and spin), eV: 1.353
E_HOMO, eV: -8.343
Gap between HOMO and LUMO, eV: 9.05

Positions of all 47 atoms, in Å:
C1 -0.594 -3.985 0.321
C2 -0.098 -2.972 -0.382
C3 -0.759 -2.507 -1.648
C4 1.093 -2.233 0.069
C5 2.118 -2.863 0.774
C6 3.214 -2.139 1.199
C7 3.306 -0.778 0.955
C8 2.299 -0.125 0.257
C9 2.348 1.363 -0.052
C10 2.772 1.548 -1.515
C11 3.298 2.141 0.864
N1 0.989 1.882 0.120
C12 0.587 3.148 -0.143
O1 1.296 4.059 -0.515
N2 -0.766 3.365 0.090
C13 -1.778 2.412 0.189
C14 -2.851 2.583 1.072
C15 -3.807 1.599 1.172
C16 -3.664 0.446 0.388
O2 -4.572 -0.533 0.529
C17 -4.373 -1.691 -0.260
N3 -2.682 0.300 -0.487
C18 -1.782 1.265 -0.596
C19 1.220 -0.873 -0.199
H1 -0.165 -4.305 1.255
H2 -1.468 -4.524 -0.007
H3 -0.014 -2.265 -2.404
H4 -1.417 -3.280 -2.036
H5 -1.360 -1.617 -1.457
H6 2.064 -3.923 0.967
H7 4.011 -2.638 1.732
H8 4.170 -0.240 1.309
H9 2.083 1.030 -2.178
H10 3.770 1.145 -1.665
H11 2.772 2.607 -1.761
H12 3.170 3.202 0.669
H13 4.333 1.880 0.664
H14 3.070 1.944 1.910
H15 0.352 1.293 0.632
H16 -1.027 4.338 0.157
H17 -2.922 3.483 1.666
H18 -4.650 1.685 1.836
H19 -4.350 -1.435 -1.322
H20 -3.433 -2.181 0.006
H21 -5.214 -2.346 -0.046
H22 -1.033 1.120 -1.362
H23 0.444 -0.387 -0.766

Cartesian forces, eV/Å:
C 0.024 0.006 -0.003
C -0.274 -0.208 -0.080
C -0.013 -0.032 0.042
C 0.304 0.122 0.162
C -0.029 0.027 -0.042
C 0.038 -0.054 0.049
C -0.036 0.102 -0.035
C -0.037 0.005 0.081
C 0.319 0.322 -0.135
C -0.013 0.090 0.100
C -0.109 -0.077 -0.104
N -0.071 -0.367 0.136
C -0.326 -0.009 0.239
O 0.331 0.271 -0.153
N -0.059 0.523 -0.029
C -0.347 -0.488 -0.004
C 0.139 -0.269 -0.168
C -0.055 -0.166 -0.136
C 0.415 0.268 -0.143
O -0.153 0.253 0.236
C 0.037 -0.276 -0.219
N -0.615 -0.367 0.278
C 0.082 0.505 0.030
C 0.018 -0.176 0.039
H 0.123 0.004 0.207
H -0.145 -0.089 -0.150
H 0.022 0.027 -0.110
H -0.062 -0.022 -0.038
H -0.047 0.094 -0.063
H -0.017 -0.102 0.001
H 0.059 -0.041 0.039
H 0.079 0.099 0.046
H -0.061 -0.077 -0.064
H 0.103 -0.064 -0.017
H 0.033 0.065 -0.063
H 0.034 0.027 -0.009
H 0.154 -0.051 0.022
H 0.015 -0.034 0.100
H 0.029 0.076 -0.009
H 0.176 -0.100 -0.141
H 0.013 0.056 0.106
H -0.088 0.028 0.090
H -0.002 -0.075 0.059
H -0.038 -0.007 -0.045
H 0.042 0.035 0.004
H 0.127 0.076 -0.012
H -0.116 0.070 -0.090

These are the Mulliken partial charges, in e, on atoms 1 to 6: -1.3448, 0.9441, -1.4074, 0.0799, -0.6516, -0.9772

***

No. 2
DFT (ωB97M-V with the def2-TZVPD basis set) results for 3 unconnected molecules or ions with the total composition C18H15N3O6 at a distorted geometry.

Multiplicity: 2
Net charge: -1
Energy relative to the best compared isomer or geometry (same formula, charge and spin), eV: 1.511
E_HOMO (alpha / beta), eV: -1.046 / -4.474
<S²>: 0.77
Gap between HOMO and LUMO (alpha / beta), eV: 2.29 / 5.72

Positions of all 42 atoms, in Å:
C1 -23.384 -29.298 -5.212
C2 -23.288 -28.852 -3.853
C3 -22.082 -28.168 -3.498
C4 -21.039 -27.923 -4.483
C5 -21.293 -28.453 -5.808
C6 -22.424 -29.131 -6.213
N1 -19.818 -27.196 -4.137
O1 -19.661 -26.734 -2.919
O2 -19.097 -26.813 -5.001
H1 -24.332 -29.674 -5.566
H2 -24.103 -29.039 -3.170
H3 -21.860 -27.904 -2.474
H4 -20.581 -28.198 -6.579
H5 -22.645 -29.253 -7.263
C7 -28.298 -31.404 -1.229
C8 -28.878 -32.317 -2.134
C9 -28.151 -32.739 -3.260
C10 -26.875 -32.309 -3.523
C11 -26.238 -31.605 -2.475
C12 -26.976 -31.012 -1.390
N2 -26.276 -32.518 -4.848
O3 -25.247 -31.878 -5.147
O4 -26.857 -33.251 -5.667
H6 -28.999 -31.080 -0.474
H7 -29.911 -32.612 -2.021
H8 -28.616 -33.364 -4.008
H9 -25.219 -31.255 -2.556
H10 -26.453 -30.232 -0.857
C13 -26.097 -23.846 1.726
C14 -27.181 -24.635 1.310
C15 -26.972 -25.694 0.456
C16 -25.732 -25.970 -0.085
C17 -24.611 -25.213 0.352
C18 -24.805 -24.103 1.195
N3 -25.384 -27.073 -1.000
O5 -24.484 -26.899 -1.832
O6 -26.077 -28.039 -1.061
H11 -26.119 -22.914 2.271
H12 -28.209 -24.381 1.525
H13 -27.845 -26.280 0.209
H14 -23.623 -25.514 0.036
H15 -24.018 -23.419 1.476

Cartesian forces, eV/Å:
C -1.594 -0.077 0.448
C 2.730 0.376 -2.122
C -0.029 -0.866 -0.718
C -0.671 -0.586 0.613
C 1.598 1.194 0.001
C 0.103 1.483 2.261
N -4.603 -1.260 3.612
O -0.726 -0.954 -0.487
O 3.109 0.993 -4.190
H -0.237 -0.303 0.307
H 0.123 0.154 0.088
H -0.138 0.309 0.009
H 0.383 0.071 0.075
H 0.102 -0.494 0.028
C -0.722 -0.759 -0.685
C 1.423 0.338 -0.437
C -1.479 -0.306 -0.277
C 0.598 0.671 2.236
C -0.541 1.654 -0.278
C 0.551 -1.555 -1.777
N 1.424 0.305 -2.012
O -1.996 -1.297 1.211
O 0.446 0.786 1.569
H 0.446 0.522 0.360
H 0.030 -0.127 0.036
H -0.205 -0.009 -0.040
H 0.158 -0.156 -0.389
H -0.232 -0.284 0.444
C 1.100 -0.071 -1.616
C 0.834 1.048 0.366
C -0.643 -0.955 -0.735
C 2.422 0.933 1.544
C -0.791 0.350 0.050
C -1.417 -1.098 0.114
N 1.073 1.585 -2.605
O -0.496 0.650 1.812
O -1.807 -1.768 1.043
H -0.791 -0.152 0.394
H 0.043 -0.012 0.460
H 0.097 -0.210 -0.352
H 0.020 0.173 -0.288
H 0.303 -0.297 -0.074

These are the Mulliken partial charges, in e, on atoms 1 to 6: -0.1306, -0.0920, -0.4273, -0.3964, -0.1583, -0.7024

***

No. 3
DFT (ωB97M-V with the def2-TZVPD basis set) results for 3 unconnected molecules or ions with the total composition C16H38BNO4 at a distorted geometry.

Multiplicity: 1
Energy relative to the best compared isomer or geometry (same formula, charge and spin), eV: 0.235
E_HOMO, eV: -8.524
Gap between HOMO and LUMO, eV: 8.98

Positions of all 60 atoms, in Å:
C1 3.704 -6.489 -1.394
N1 3.949 -5.054 -1.240
C2 4.529 -4.465 -2.452
B1 2.824 -4.283 -0.722
O1 2.905 -3.623 0.492
C3 1.431 -4.049 -1.501
O2 1.598 -2.812 -2.154
O3 1.111 -5.025 -2.522
C4 0.454 -6.114 -2.104
O4 0.166 -6.359 -0.950
H1 3.127 -6.747 -2.298
H2 4.667 -7.019 -1.453
H3 3.166 -6.884 -0.522
H4 5.095 -3.558 -2.202
H5 5.225 -5.186 -2.896
H6 3.782 -4.202 -3.220
H7 2.942 -2.664 0.397
H8 0.596 -4.009 -0.789
H9 0.730 -2.517 -2.463
H10 0.097 -6.701 -2.964
C5 -0.121 0.033 -1.134
C6 -1.308 0.922 -0.778
C7 -2.635 0.431 -1.354
C8 -2.689 0.375 -2.882
C9 -2.390 1.701 -3.579
C10 -3.374 2.811 -3.223
H11 0.052 0.003 -2.211
H12 0.796 0.395 -0.668
H13 -0.288 -0.990 -0.785
H14 -1.111 1.945 -1.110
H15 -1.400 0.970 0.310
H16 -3.440 1.072 -0.984
H17 -2.845 -0.569 -0.960
H18 -3.684 0.033 -3.181
H19 -1.989 -0.383 -3.247
H20 -2.410 1.537 -4.660
H21 -1.373 2.027 -3.343
H22 -4.397 2.516 -3.468
H23 -3.150 3.725 -3.774
H24 -3.342 3.054 -2.160
C11 -1.618 4.152 1.658
C12 -0.234 3.930 2.259
C13 -0.193 2.802 3.289
C14 -1.086 3.018 4.513
C15 -0.804 4.302 5.292
C16 0.608 4.370 5.865
H25 -2.346 4.457 2.411
H26 -1.592 4.930 0.893
H27 -1.983 3.234 1.190
H28 0.125 4.861 2.706
H29 0.469 3.690 1.457
H30 0.841 2.653 3.612
H31 -0.493 1.868 2.802
H32 -0.965 2.162 5.185
H33 -2.135 3.011 4.205
H34 -1.526 4.376 6.109
H35 -0.981 5.172 4.653
H36 0.801 3.519 6.522
H37 0.751 5.281 6.447
H38 1.364 4.362 5.078

Cartesian forces, eV/Å:
C 0.057 -0.189 0.072
N -0.270 -0.352 -0.031
C 0.058 0.164 -0.068
B 0.088 0.059 0.340
O 0.561 0.075 -0.580
C 0.102 0.356 0.188
O -0.244 -0.208 -0.034
O -0.127 -0.376 0.018
C -0.825 0.355 0.853
O 0.541 0.087 -1.035
H 0.083 0.053 0.098
H -0.220 0.136 0.025
H 0.119 0.105 -0.196
H -0.126 -0.181 -0.066
H -0.063 0.154 0.124
H 0.116 -0.116 0.109
H -0.413 -0.036 0.254
H 0.051 -0.123 -0.210
H 0.168 0.094 0.031
H 0.347 -0.039 0.105
C -0.019 0.032 0.005
C 0.015 -0.033 0.044
C -0.014 0.003 -0.009
C 0.007 -0.003 0.006
C -0.039 0.012 -0.009
C 0.047 -0.004 -0.010
H 0.002 0.000 -0.003
H 0.012 -0.017 -0.001
H -0.002 -0.007 -0.006
H -0.008 0.008 0.007
H 0.012 0.014 0.003
H -0.005 0.001 -0.007
H 0.009 -0.001 0.008
H -0.001 0.004 -0.011
H 0.001 -0.005 0.010
H 0.009 0.008 -0.004
H 0.011 -0.015 -0.005
H -0.009 -0.003 0.018
H -0.011 0.003 -0.005
H -0.003 0.000 0.004
C 0.045 0.017 -0.012
C -0.025 -0.032 -0.032
C 0.010 -0.006 0.010
C -0.010 -0.004 -0.008
C 0.024 -0.015 0.031
C -0.033 0.030 -0.016
H 0.004 -0.004 0.011
H -0.015 -0.009 -0.012
H -0.038 0.008 0.003
H 0.015 -0.007 0.012
H 0.004 0.016 -0.005
H -0.002 -0.001 0.011
H 0.000 0.003 -0.012
H -0.001 0.004 0.009
H 0.002 -0.004 -0.011
H -0.003 0.013 0.000
H -0.015 -0.003 -0.007
H 0.013 -0.011 -0.010
H 0.005 -0.004 0.010
H 0.004 -0.004 -0.002

These are the Mulliken partial charges, in e, on atoms 1 to 6: -1.0301, 0.0929, -0.9278, 0.4199, -0.5025, -0.0983